Density functional theory data (wB97M-V/def2-TZVPD) for a cluster of 4 separate species, C48H86F3NO9P in total in a non-equilibrium geometry.

```
148
C48H86F3NO9P (wB97M-V/def2-TZVPD)
C 6.13 2.09 1.40
C 4.95 0.97 1.21
C 4.02 1.14 2.54
C 5.70 -0.45 1.21
C 4.19 1.36 -0.15
C 3.28 0.21 -0.81
C 2.51 -0.73 0.23
C 4.23 -0.70 -1.79
C 2.14 0.81 -1.81
C 1.16 -0.13 -2.62
C 0.04 0.39 -3.56
C -0.18 1.93 -3.75
O -1.23 2.31 -4.64
C -2.11 3.31 -4.07
C -3.63 2.80 -4.36
O -3.61 1.38 -4.06
C -4.67 0.99 -3.16
C -4.33 1.32 -1.60
C -3.70 0.02 -0.92
C -2.63 -0.77 -1.75
N -2.00 -1.97 -1.28
O -1.11 -2.57 -2.10
C -2.29 -2.52 0.04
C -1.51 -3.87 0.42
C 0.08 -3.67 0.58
O 0.49 -3.32 1.93
C 0.77 -5.08 0.25
F 0.16 -6.05 1.12
F 0.54 -5.51 -1.07
F 2.19 -5.07 0.46
C -3.35 -1.84 0.98
C -3.65 -2.54 2.40
C -2.41 -2.42 3.43
C -2.64 -1.34 4.60
C -1.89 0.05 4.35
O -1.88 0.92 5.26
O -1.23 0.39 3.12
C -4.07 -0.51 0.51
P -5.31 0.40 1.63
O -4.81 0.24 3.09
O -6.90 -0.25 1.46
O -5.32 2.10 1.34
C 0.78 2.88 -2.99
C 1.92 2.34 -2.05
H 6.63 2.00 2.42
H 5.70 3.12 1.19
H 6.92 1.82 0.61
H 4.67 1.53 3.40
H 3.44 0.19 2.79
H 3.28 2.00 2.30
H 5.09 -1.31 1.68
H 6.15 -0.75 0.19
H 6.62 -0.33 1.91
H 5.01 1.62 -0.92
H 3.62 2.34 0.07
H 1.61 -1.30 -0.23
H 3.22 -1.55 0.61
H 2.06 -0.10 1.08
H 3.66 -1.15 -2.67
H 5.17 -0.15 -2.12
H 4.58 -1.58 -1.14
H 1.29 -1.26 -2.51
H -0.63 -0.34 -4.12
H -1.96 3.50 -2.95
H -1.98 4.28 -4.67
H -4.41 3.36 -3.73
H -3.84 2.91 -5.48
H -4.86 -0.13 -3.22
H -5.63 1.55 -3.45
H -5.35 1.62 -1.14
H -3.66 2.24 -1.48
H -2.36 -0.40 -2.80
H -0.26 -2.07 -1.97
H -1.92 -4.36 1.36
H -1.72 -4.62 -0.44
H 0.45 -2.83 -0.10
H 0.53 -2.33 1.91
H -4.65 -2.23 2.86
H -3.76 -3.67 2.16
H -2.22 -3.47 3.87
H -1.51 -2.09 2.81
H -3.76 -1.19 4.86
H -2.17 -1.79 5.55
H -1.59 1.23 2.76
H -7.51 0.20 2.08
H -6.25 2.40 1.18
H 0.63 4.01 -3.11
H 2.57 3.13 -1.56
C 3.94 5.37 3.37
C 4.65 6.61 2.85
C 6.15 6.40 2.64
C 6.95 6.07 3.91
C 6.85 7.10 5.03
C 7.39 8.47 4.65
H 4.31 5.07 4.35
H 2.87 5.57 3.47
H 4.07 4.53 2.68
H 4.47 7.45 3.53
H 4.20 6.89 1.89
H 6.57 7.30 2.17
H 6.30 5.59 1.92
H 8.00 5.95 3.63
H 6.63 5.09 4.29
H 7.41 6.73 5.89
H 5.81 7.20 5.37
H 8.44 8.40 4.35
H 7.33 9.15 5.50
H 6.83 8.91 3.82
C -10.72 4.82 -1.68
C -9.98 4.03 -0.62
C -8.69 3.39 -1.14
C -8.88 2.35 -2.25
C -9.79 1.18 -1.91
C -9.28 0.33 -0.76
H -11.05 4.19 -2.51
H -11.61 5.29 -1.25
H -10.09 5.62 -2.09
H -10.64 3.27 -0.20
H -9.72 4.71 0.20
H -8.17 2.92 -0.29
H -8.02 4.17 -1.51
H -7.89 1.96 -2.53
H -9.26 2.85 -3.15
H -9.89 0.54 -2.79
H -10.80 1.53 -1.68
H -8.28 -0.07 -0.98
H -9.95 -0.51 -0.58
H -9.21 0.90 0.17
C 6.99 -9.05 -1.63
C 5.62 -9.72 -1.70
C 4.83 -9.34 -2.96
C 4.48 -7.85 -3.09
C 3.68 -7.26 -1.93
C 2.31 -7.90 -1.75
H 6.91 -7.97 -1.58
H 7.52 -9.38 -0.73
H 7.59 -9.32 -2.50
H 5.04 -9.48 -0.80
H 5.76 -10.80 -1.69
H 3.91 -9.93 -2.98
H 5.40 -9.64 -3.84
H 3.91 -7.71 -4.02
H 5.40 -7.28 -3.21
H 3.54 -6.19 -2.11
H 4.25 -7.34 -0.99
H 1.71 -7.80 -2.66
H 1.78 -7.42 -0.93
H 2.39 -8.97 -1.51
```

Summary:
* energy: -3252.7761 hartree
* E_HOMO: -10.81 eV
* frontier orbital gap: 0.2178 Ha
* total charge: +1

Density functional theory data (wB97M-V/def2-TZVPD) for a structure of composition C48H87FeN5O16 in a non-equilibrium geometry.

```
157
C48H87FeN5O16 (wB97M-V/def2-TZVPD)
Fe -0.84 0.02 1.46
C 3.18 -0.03 1.60
C 1.85 0.21 2.03
C 1.26 -0.76 3.08
O 0.01 -0.68 3.22
C 2.14 -1.71 3.68
C 3.36 -1.85 3.17
C 3.92 -0.94 2.10
O 5.14 -1.05 1.65
O 3.90 -2.95 3.49
O 1.11 0.99 1.48
H 3.59 0.72 0.94
H 1.64 -2.42 4.33
C 1.27 -3.28 0.47
C -0.15 -2.82 0.55
C -1.20 -3.90 0.85
O -2.38 -3.56 0.96
C -0.83 -5.29 0.71
C 0.50 -5.57 0.55
C 1.59 -4.56 0.64
O 2.92 -4.72 0.70
O 0.85 -6.83 0.31
O -0.58 -1.64 0.45
H 2.01 -2.49 0.51
H -1.57 -6.07 0.69
C 4.59 7.42 6.13
C 4.35 6.78 4.76
C 5.80 6.34 4.06
C 5.60 5.14 3.11
C 4.89 4.04 3.71
C 3.50 4.34 4.23
N 3.47 5.59 4.99
O 2.26 5.80 5.67
C 2.51 4.52 3.00
C 2.95 3.21 5.05
C 3.67 7.79 3.81
H 3.73 7.92 6.55
H 5.31 8.22 6.23
H 4.90 6.61 6.79
H 6.24 7.17 3.52
H 6.57 6.13 4.81
H 6.56 4.91 2.64
H 5.08 5.37 2.19
H 5.61 3.75 4.48
H 4.78 3.16 3.07
H 1.57 3.97 2.97
H 2.18 5.53 2.77
H 3.05 4.26 2.09
H 1.87 3.10 5.09
H 3.16 2.20 4.68
H 3.28 3.18 6.09
H 4.35 8.54 3.42
H 2.96 8.31 4.45
H 3.21 7.42 2.89
H 2.46 5.62 6.60
C 0.71 -2.61 -2.76
C 1.16 -2.43 -4.28
C 2.47 -3.21 -4.60
C 2.34 -4.75 -4.51
C 1.23 -5.17 -5.56
C -0.20 -4.39 -5.43
N 0.13 -2.95 -5.24
O -0.92 -2.09 -5.49
C -0.90 -4.58 -6.81
C -1.00 -5.03 -4.30
C 1.56 -0.95 -4.53
H -0.35 -2.40 -2.65
H 1.31 -1.90 -2.20
H 0.70 -3.60 -2.29
H 2.80 -3.15 -5.64
H 3.30 -2.96 -3.94
H 1.96 -5.12 -3.56
H 3.27 -5.24 -4.79
H 0.91 -6.20 -5.42
H 1.61 -4.97 -6.56
H -1.90 -4.15 -6.82
H -0.35 -4.21 -7.68
H -1.16 -5.61 -7.03
H -1.87 -5.49 -4.78
H -0.46 -5.89 -3.90
H -1.19 -4.29 -3.53
H 2.35 -0.48 -3.95
H 0.62 -0.40 -4.41
H 1.76 -0.96 -5.60
H -1.55 -2.40 -4.82
C -7.42 -2.52 -1.48
O -6.31 -3.33 -1.08
C -6.48 -4.54 -0.32
C -5.20 -5.02 0.50
N -4.83 -4.23 1.70
C -4.25 -5.18 2.67
C -3.95 -4.69 4.08
O -3.96 -5.83 5.04
C -3.37 -5.38 6.25
H -8.11 -2.25 -0.68
H -8.14 -2.93 -2.19
H -6.99 -1.67 -2.02
H -6.71 -5.33 -1.03
H -7.29 -4.45 0.40
H -4.40 -5.18 -0.22
H -5.52 -6.04 0.69
H -3.99 -3.80 1.34
H -3.27 -5.44 2.27
H -4.84 -6.09 2.74
H -4.68 -3.93 4.35
H -2.99 -4.16 4.02
H -3.12 -6.14 7.00
H -4.06 -4.71 6.77
H -2.42 -4.87 6.10
C -1.44 2.47 3.37
O -1.74 1.19 2.89
C -2.78 0.64 3.58
C -3.24 -0.82 3.03
N -3.00 -0.84 1.65
C -3.83 0.07 0.93
C -3.09 0.27 -0.41
O -1.86 0.98 -0.18
C -1.45 1.71 -1.43
H -0.58 2.88 2.84
H -1.26 2.61 4.44
H -2.27 3.15 3.20
H -3.67 1.28 3.67
H -2.56 0.39 4.62
H -4.30 -1.04 3.05
H -2.68 -1.60 3.54
H -3.22 -1.71 1.18
H -4.01 1.05 1.36
H -4.82 -0.35 0.72
H -3.67 0.89 -1.09
H -2.99 -0.68 -0.93
H -2.11 2.51 -1.78
H -1.35 0.88 -2.12
H -0.46 2.07 -1.18
C 2.38 2.96 -0.78
O 2.47 3.78 -1.98
C 2.62 2.96 -3.23
C 1.85 3.63 -4.55
N 0.52 4.02 -4.11
C -0.06 5.08 -5.06
C -0.59 4.44 -6.33
O -2.01 4.70 -6.46
C -2.70 4.14 -7.53
H 1.75 2.10 -1.04
H 2.01 3.55 0.06
H 3.40 2.63 -0.57
H 2.01 2.07 -3.34
H 3.62 2.60 -3.50
H 1.97 2.93 -5.37
H 2.52 4.49 -4.58
H 0.58 4.41 -3.18
H 0.52 5.98 -5.26
H -0.93 5.49 -4.53
H -0.31 3.40 -6.18
H -0.03 4.81 -7.18
H -3.24 4.92 -8.08
H -3.23 3.23 -7.23
H -1.91 3.79 -8.18
```

Summary:
* energy: -4621.8921 hartree
* E_HOMO (spin up / spin down): -0.09 / -1.59 eV
* frontier orbital gap (spin up / spin down): 0.1235 / 0.1787 Ha
* total charge: -2
* 2S+1: 5